# C4H12NSi

An isolated ion of composition C4H12NSi and charge +1 (wB97M-V/def2-TZVPD, the Open Molecules 2025 dataset).

Geometry as XYZ:
```
18
Properties=species:S:1:pos:R:3:nbo_charge:R:1
C -1.99 1.14 0.26 -0.4019
N -0.96 0.06 0.29 -0.3733
C -1.49 -1.23 -0.26 -0.4744
C 0.32 0.31 -0.42 -0.0620
C 1.46 0.18 0.41 -0.5434
Si 3.27 -0.19 -0.05 0.8674
H -2.98 0.64 0.41 0.2359
H -1.79 1.87 1.12 0.2519
H -1.93 1.50 -0.71 0.2248
H -0.67 -0.16 1.20 0.4275
H -2.16 -1.93 0.40 0.2649
H -2.14 -1.11 -1.20 0.2557
H -0.57 -1.87 -0.35 0.2488
H 0.13 0.47 -1.49 0.2432
H 1.15 0.04 1.44 0.2040
H 2.91 -1.76 -0.35 -0.1188
H 4.09 0.05 1.12 -0.1184
H 3.61 0.48 -1.25 -0.1321
```

The value obtained for the frontier orbital gap is 10.581 eV. The energy above the lowest of the compared OMol25 structures with the same formula, charge and spin is 49.4 kcal per mole. The calculation puts the LUMO energy at -3.49 eV. As for the spin multiplicity: 1. For the largest force on an atom, the calculation gives 4.53 eV Å⁻¹. The total charge is +1. As for the SMILES: C[NH+](C)/C=C/[SiH3].

# C4H12O

A 2-piece molecular cluster, C4H12O overall (wB97M-V/def2-TZVPD, the Open Molecules 2025 dataset).

Geometry as XYZ:
```
17
Properties=species:S:1:pos:R:3:nbo_charge:R:1
C 0.00 0.00 0.00 -0.6026
C -1.33 0.54 0.48 -0.2190
C -2.29 -0.61 0.85 -0.6046
C -1.06 1.66 1.48 -0.6016
H 0.75 0.77 -0.25 0.2079
H -0.14 -0.65 -0.88 0.2057
H 0.38 -0.61 0.84 0.1958
H -1.82 1.05 -0.37 0.1822
H -1.75 -1.34 1.48 0.1992
H -2.65 -1.14 -0.05 0.2127
H -3.16 -0.23 1.41 0.2089
H -0.46 1.32 2.34 0.1999
H -2.02 2.04 1.85 0.2048
H -0.52 2.49 0.98 0.2106
O -8.40 1.55 -2.70 -0.9398
H -8.27 1.36 -3.66 0.4699
H -7.62 2.09 -2.44 0.4699
```

The value obtained for the frontier orbital gap is 11.904 eV. The energy above the lowest of the compared OMol25 structures with the same formula, charge and spin is 2.9 kcal per mole. The calculation puts the LUMO energy at 0.89 eV. As for the spin multiplicity: 1. For the largest force on an atom, the calculation gives 1.71 eV Å⁻¹. As for the SMILES: CC(C)C.O.

# C4H12O

A 2-piece molecular cluster, C4H12O overall (wB97M-V/def2-TZVPD, the Open Molecules 2025 dataset).

Geometry as XYZ:
```
17
Properties=species:S:1:pos:R:3:nbo_charge:R:1
C -0.62 -1.01 -0.79 -0.6106
C -1.07 0.47 -0.90 -0.1887
C -0.66 1.29 0.36 -0.6248
C -2.63 0.53 -1.08 -0.6174
H -1.14 -1.59 -1.57 0.2052
H -1.10 -1.35 0.13 0.1955
H 0.46 -1.09 -0.77 0.2095
H -0.53 0.85 -1.81 0.1858
H -0.65 2.38 0.25 0.2126
H -1.22 0.96 1.23 0.2032
H 0.40 1.14 0.55 0.2065
H -3.03 0.19 -0.13 0.2002
H -2.88 -0.07 -1.97 0.2116
H -2.78 1.61 -1.13 0.2115
O 5.59 -1.64 2.78 -0.9385
H 6.42 -1.20 3.01 0.4693
H 5.44 -1.47 1.84 0.4692
```

The value obtained for the frontier orbital gap is 11.791 eV. The energy above the lowest of the compared OMol25 structures with the same formula, charge and spin is 8.9 kcal per mole. The calculation puts the LUMO energy at 0.91 eV. As for the spin multiplicity: 1. For the largest force on an atom, the calculation gives 2.78 eV Å⁻¹. As for the SMILES: CC(C)C.O.

# C4H12O

A 2-piece molecular cluster, C4H12O overall (wB97M-V/def2-TZVPD, the Open Molecules 2025 dataset).

Geometry as XYZ:
```
17
Properties=species:S:1:pos:R:3:nbo_charge:R:1
C 1.29 -0.91 -0.86 -0.6568
C 0.90 -2.10 -0.05 -0.0720
O 2.02 -2.99 0.15 -0.7254
H 1.17 -1.11 -1.93 0.2093
H 2.20 -0.37 -0.61 0.2271
H 0.53 -0.13 -0.71 0.2159
H 0.59 -1.86 0.97 0.1781
H 0.08 -2.71 -0.42 0.1668
H 2.39 -3.20 -0.69 0.4564
C -1.71 1.88 -0.20 -0.6046
C -1.08 1.98 1.22 -0.6028
H -1.65 0.83 -0.51 0.1951
H -2.77 2.13 -0.18 0.2060
H -1.09 2.50 -0.84 0.2045
H -1.52 1.26 1.91 0.1998
H -1.34 2.97 1.60 0.2012
H -0.01 1.83 1.16 0.2014
```

The value obtained for the frontier orbital gap is 11.295 eV. The energy above the lowest of the compared OMol25 structures with the same formula, charge and spin is 16.9 kcal per mole. The calculation puts the LUMO energy at 0.99 eV. As for the spin multiplicity: 1. For the largest force on an atom, the calculation gives 2.55 eV Å⁻¹. As for the SMILES: CCO.CC.

# C4H12O2

C4H12O2 as an isolated structure (wB97M-V/def2-TZVPD, the Open Molecules 2025 dataset).

Geometry as XYZ:
```
18
Properties=species:S:1:pos:R:3:nbo_charge:R:1
C 0.78 1.29 1.50 -0.6613
C 0.69 0.73 0.12 -0.0587
C -0.42 0.95 -0.71 -0.1932
C -0.42 0.30 -2.07 -0.6701
H -0.17 1.34 2.04 0.2570
H 1.21 2.31 1.46 0.2327
H 1.44 0.66 2.10 0.2525
H 1.51 0.09 -0.19 0.2799
H -1.17 1.70 -0.47 0.2508
H 0.50 0.63 -2.58 0.2248
H -1.27 0.68 -2.63 0.2170
H -0.47 -0.79 -2.04 0.3256
H 0.45 -2.98 -0.40 0.4543
H -0.41 -1.77 0.63 0.4879
O 0.05 -2.13 -0.55 -1.2115
H -0.36 -0.07 0.05 0.4598
H -1.35 -1.64 2.09 0.4610
O -0.58 -1.29 1.65 -1.1084
```

The value obtained for the frontier orbital gap is 8.091 eV. The energy above the lowest of the compared OMol25 structures with the same formula, charge and spin is 82.9 kcal per mole. The calculation puts the LUMO energy at -0.23 eV. As for the spin multiplicity: 1. For the largest force on an atom, the calculation gives 2.47 eV Å⁻¹.

# C4H12O2

A 2-piece molecular cluster, C4H12O2 overall (wB97M-V/def2-TZVPD, the Open Molecules 2025 dataset).

Geometry as XYZ:
```
18
Properties=species:S:1:pos:R:3:nbo_charge:R:1
C -64.08 17.78 48.23 -0.6572
C -64.72 18.59 47.17 -0.0408
O -63.73 18.89 46.18 -0.7658
H -63.08 18.08 48.72 0.2260
H -63.77 16.72 48.03 0.2216
H -64.73 17.48 49.20 0.2071
H -65.12 19.39 47.44 0.1455
H -65.62 18.07 46.54 0.1325
H -63.98 19.76 45.71 0.4968
C -66.95 20.89 44.99 -0.6363
C -65.72 21.52 44.20 -0.0717
O -64.49 21.21 44.92 -0.7387
H -67.90 21.49 44.57 0.2070
H -67.06 21.22 46.06 0.2148
H -67.05 19.86 44.87 0.2182
H -65.75 22.58 44.03 0.1736
H -65.72 21.27 43.18 0.1911
H -64.39 21.84 45.62 0.4763
```

The value obtained for the frontier orbital gap is 10.054 eV. The energy above the lowest of the compared OMol25 structures with the same formula, charge and spin is 60.5 kcal per mole. The calculation puts the LUMO energy at 0.70 eV. As for the spin multiplicity: 1. For the largest force on an atom, the calculation gives 8.96 eV Å⁻¹. As for the SMILES: CCO.CCO.

# C4H12O2

A 2-piece molecular cluster, C4H12O2 overall (wB97M-V/def2-TZVPD, the Open Molecules 2025 dataset).

Geometry as XYZ:
```
18
Properties=species:S:1:pos:R:3:nbo_charge:R:1
C 0.50 -1.22 1.97 -0.6411
C 1.18 0.12 1.67 -0.0666
O 2.53 -0.11 2.17 -0.7408
H -0.27 -1.45 1.24 0.2251
H 0.16 -1.37 2.99 0.2049
H 1.30 -1.93 1.79 0.2171
H 1.28 0.33 0.61 0.1839
H 0.69 0.92 2.23 0.1547
H 3.06 0.64 1.89 0.4589
C -1.17 1.04 -2.51 -0.6682
C -1.00 -0.24 -1.74 -0.0742
O -0.77 0.09 -0.36 -0.7278
H -0.84 1.18 -3.54 0.2245
H -0.86 1.92 -1.93 0.2258
H -2.21 1.38 -2.60 0.2053
H -1.84 -0.94 -1.78 0.1686
H -0.18 -0.86 -2.09 0.1842
H -1.56 0.51 -0.01 0.4658
```

The value obtained for the frontier orbital gap is 10.712 eV. The energy above the lowest of the compared OMol25 structures with the same formula, charge and spin is 28.5 kcal per mole. The calculation puts the LUMO energy at 0.79 eV. As for the spin multiplicity: 1. For the largest force on an atom, the calculation gives 2.52 eV Å⁻¹. As for the SMILES: CCO.CCO.

# C4H12O2

A 2-piece molecular cluster, C4H12O2 overall (wB97M-V/def2-TZVPD, the Open Molecules 2025 dataset).

Geometry as XYZ:
```
18
Properties=species:S:1:pos:R:3:nbo_charge:R:1
C -3.32 -0.96 2.13 -0.2571
O -4.34 -1.94 2.02 -0.5336
C -5.04 -1.78 0.82 -0.2513
H -2.78 -1.21 3.05 0.1933
H -3.65 0.09 2.18 0.1673
H -2.63 -1.08 1.27 0.1649
H -5.61 -0.84 0.88 0.1616
H -5.75 -2.62 0.74 0.1916
H -4.41 -1.76 -0.08 0.1631
C 4.13 2.05 -2.40 -0.2603
O 3.58 0.90 -1.79 -0.5383
C 4.16 0.64 -0.48 -0.2624
H 4.06 3.06 -1.96 0.1712
H 3.55 2.04 -3.34 0.1939
H 5.19 1.85 -2.64 0.1621
H 5.22 0.37 -0.56 0.1680
H 3.60 -0.25 -0.12 0.1941
H 4.06 1.44 0.27 0.1718
```

The value obtained for the frontier orbital gap is 10.885 eV. The energy above the lowest of the compared OMol25 structures with the same formula, charge and spin is 43.6 kcal per mole. The calculation puts the LUMO energy at 0.98 eV. As for the spin multiplicity: 1. For the largest force on an atom, the calculation gives 2.53 eV Å⁻¹. As for the SMILES: COC.COC.

# C4H12O2

A 2-piece molecular cluster, C4H12O2 overall (wB97M-V/def2-TZVPD, the Open Molecules 2025 dataset).

Geometry as XYZ:
```
18
Properties=species:S:1:pos:R:3:nbo_charge:R:1
C -2.21 -1.01 -0.18 -0.6167
C -0.83 -1.61 -0.05 -0.0476
O -0.05 -1.01 0.86 -0.5489
C 1.36 -1.06 0.57 -0.0604
C 2.06 -0.29 1.58 -0.6286
H -2.11 0.07 -0.39 0.2096
H -2.87 -1.13 0.70 0.2077
H -2.69 -1.49 -1.05 0.2081
H -0.80 -2.70 0.09 0.1529
H -0.41 -1.38 -1.05 0.1417
H 1.59 -2.13 0.44 0.1709
H 1.48 -0.56 -0.41 0.1599
H 1.75 -0.65 2.57 0.2184
H 1.90 0.80 1.53 0.2192
H 3.14 -0.49 1.45 0.2137
O -0.48 5.14 -1.92 -0.9395
H -1.19 4.67 -2.41 0.4700
H 0.35 4.83 -2.33 0.4696
```

The value obtained for the frontier orbital gap is 10.377 eV. The energy above the lowest of the compared OMol25 structures with the same formula, charge and spin is 18.9 kcal per mole. The calculation puts the LUMO energy at 0.75 eV. As for the spin multiplicity: 1. For the largest force on an atom, the calculation gives 3.21 eV Å⁻¹. As for the SMILES: CCOCC.O.

# C4H12O2S

A 2-piece molecular cluster, C4H12O2S overall (wB97M-V/def2-TZVPD, the Open Molecules 2025 dataset).

Geometry as XYZ:
```
19
Properties=species:S:1:pos:R:3:nbo_charge:R:1
O 2.63 -0.21 -0.70 -0.7214
C 2.29 0.01 0.67 -0.0550
C 1.05 0.87 0.84 -0.4225
C -0.20 0.10 0.44 -0.4244
C -1.47 0.92 0.62 -0.5054
S -2.94 0.09 -0.05 -0.0599
H 2.05 -0.88 -1.06 0.4718
H 3.17 0.46 1.12 0.1815
H 2.11 -0.94 1.19 0.1544
H 1.00 1.20 1.88 0.2002
H 1.11 1.78 0.25 0.2056
H -0.12 -0.11 -0.63 0.2133
H -0.25 -0.83 1.02 0.2038
H -1.35 1.90 0.17 0.2225
H -1.70 1.09 1.67 0.2177
H -2.94 0.63 -1.28 0.1299
O -1.09 -2.02 -2.09 -0.9583
H -1.71 -2.39 -2.71 0.4686
H -1.64 -1.68 -1.37 0.4775
```

The value obtained for the frontier orbital gap is 10.152 eV. The energy above the lowest of the compared OMol25 structures with the same formula, charge and spin is 0.0 kcal per mole. The calculation puts the LUMO energy at 0.67 eV. As for the spin multiplicity: 1. For the largest force on an atom, the calculation gives 0.68 eV Å⁻¹. As for the SMILES: OCCCCS.O.

# C4H12O3

A 3-piece molecular cluster, C4H12O3 overall (wB97M-V/def2-TZVPD, the Open Molecules 2025 dataset).

Geometry as XYZ:
```
19
Properties=species:S:1:pos:R:3:nbo_charge:R:1
C -2.32 -0.26 1.66 -0.6912
C 1.26 -1.60 0.86 -0.1062
O 1.87 -0.69 -0.01 -0.7782
C 0.01 -1.04 1.58 -0.2450
C -1.12 -0.82 0.93 -0.2139
H -3.27 -0.59 1.31 0.2030
H -2.27 0.84 1.59 0.2052
H -2.16 -0.43 2.72 0.1987
H 1.95 -1.89 1.66 0.1382
H 0.93 -2.46 0.29 0.1645
H 1.81 0.20 0.40 0.4889
H 0.14 -0.86 2.64 0.1835
H -1.12 -0.83 -0.16 0.2086
H -1.44 1.82 -4.68 0.4296
H -2.73 0.95 -4.71 0.4486
O -1.81 0.96 -4.42 -1.0570
H 1.18 2.15 0.18 0.3282
H 2.70 2.45 -0.04 0.3852
O 2.05 2.21 0.64 -1.2908
```

The value obtained for the frontier orbital gap (alpha / beta) is 2.534 / 9.691 eV. The expectation value of S² is 0.750. The energy above the lowest of the compared OMol25 structures with the same formula, charge and spin is 36.2 kcal per mole. The calculation puts the LUMO energy (alpha / beta) at 3.52 / 3.57 eV. As for the spin multiplicity: 2. For the largest force on an atom, the calculation gives 1.61 eV Å⁻¹. The total charge is -1.

# C4H12O3

A 4-piece molecular cluster, C4H12O3 overall (wB97M-V/def2-TZVPD, the Open Molecules 2025 dataset).

Geometry as XYZ:
```
19
Properties=species:S:1:pos:R:3:nbo_charge:R:1
C 0.61 -2.58 1.17 -0.7067
C -0.95 -0.97 -1.93 -0.0118
O 0.21 2.89 -1.24 -1.0442
C -0.59 -1.75 -0.80 -0.3603
C 0.69 -2.08 -0.23 0.1857
H 0.79 -3.67 1.26 0.2719
H -0.35 -2.36 1.61 0.2644
H 1.45 -2.17 1.69 0.2800
H -1.98 -0.89 -2.22 0.2188
H -0.30 -0.68 -2.73 0.2185
H 0.99 3.51 -1.51 0.4387
H -1.43 -2.20 -0.24 0.2438
H 1.70 -2.13 -0.68 0.2417
H 0.08 -0.23 0.52 0.4196
H -0.03 1.12 1.29 0.5438
O -0.32 0.18 1.29 -0.9623
H -0.03 3.69 1.67 0.4411
H 0.16 3.05 -0.21 0.5017
O 0.15 2.85 1.24 -1.1845
```

The value obtained for the frontier orbital gap is 3.226 eV. The energy above the lowest of the compared OMol25 structures with the same formula, charge and spin is 144.5 kcal per mole. The calculation puts the LUMO energy at -4.02 eV. As for the spin multiplicity: 1. For the largest force on an atom, the calculation gives 3.20 eV Å⁻¹.

# C4H12O3

A 2-piece molecular cluster, C4H12O3 overall (wB97M-V/def2-TZVPD, the Open Molecules 2025 dataset).

Geometry as XYZ:
```
19
Properties=species:S:1:pos:R:3:nbo_charge:R:1
C -1.31 -1.61 -0.11 -0.6364
C 0.03 -0.90 -0.36 0.1015
O 0.82 -0.96 0.84 -0.7563
C -0.19 0.57 -0.76 -0.4685
C 1.06 1.24 -1.30 -0.0687
O 2.16 1.17 -0.39 -0.7370
H -1.18 -2.18 0.82 0.2284
H -1.46 -2.34 -0.87 0.2215
H -2.09 -0.86 0.04 0.2085
H 0.62 -1.32 -1.19 0.1595
H 1.63 -0.48 0.63 0.4946
H -1.00 0.69 -1.49 0.2165
H -0.57 1.13 0.10 0.2214
H 1.40 0.71 -2.20 0.1732
H 0.92 2.26 -1.65 0.1748
H 2.03 1.85 0.28 0.4757
O -0.85 0.66 2.72 -0.9653
H -0.28 0.01 2.28 0.4931
H -1.75 0.35 2.61 0.4633
```

The value obtained for the frontier orbital gap is 11.095 eV. The energy above the lowest of the compared OMol25 structures with the same formula, charge and spin is 6.5 kcal per mole. The calculation puts the LUMO energy at 0.84 eV. As for the spin multiplicity: 1. For the largest force on an atom, the calculation gives 1.98 eV Å⁻¹. As for the SMILES: C[C@H](O)CCO.O.